[1]
{
  "formula": "C32H45F5O21",
  "method": "ωB97M-V with the def2-TZVPD basis set",
  "species": ["C", "C", "C", "C", "C", "C", "O", "C", "C", "C", "C", "F", "F", "C", "F", "F", "F", "O", "C", "O", "C", "C", "H", "H", "H", "H", "H", "H", "H", "H", "H", "H", "H", "H", "H", "H", "H", "H", "H", "H", "H", "H", "H", "O", "C", "O", "C", "C", "O", "H", "H", "H", "H", "O", "C", "O", "C", "C", "O", "H", "H", "H", "H", "O", "C", "O", "C", "C", "O", "H", "H", "H", "H", "O", "C", "O", "C", "C", "O", "H", "H", "H", "H", "O", "C", "O", "C", "C", "O", "H", "H", "H", "H", "O", "C", "O", "C", "C", "O", "H", "H", "H", "H"],
  "xyz": [[0.66611, 5.25703, 0.53652], [1.73414, 4.52295, -0.08486], [1.64067, 4.03263, -1.62880], [0.74162, 2.67586, -1.77442], [1.19471, 1.97760, -3.14373], [0.41173, 0.62748, -3.51272], [1.31638, -0.18104, -4.34454], [-0.77907, 3.21678, -2.02796], [-1.81225, 2.75339, -0.89622], [-2.38565, 1.31198, -1.32242], [-3.30977, 0.62341, -0.21869], [-3.94139, 1.64874, 0.52230], [-4.33977, -0.11061, -0.90535], [-2.46370, -0.40382, 0.66250], [-1.18953, 0.09591, 1.03128], [-2.26252, -1.64927, 0.00935], [-3.11836, -0.71656, 1.89260], [0.79850, 1.82662, -0.60472], [1.94745, 0.99286, -0.59508], [1.73758, -0.24636, -0.50342], [3.46340, 1.47627, -0.63323], [4.47574, 0.23878, -0.34800], [-0.33979, 4.72788, 0.66089], [0.73931, 6.32434, 0.91591], [2.67163, 4.28209, 0.52863], [1.24964, 4.88044, -2.27702], [2.72225, 3.83587, -1.93912], [2.33636, 1.82786, -3.20665], [0.95031, 2.73257, -3.98285], [0.26821, 0.00667, -2.55299], [-0.60673, 0.77738, -3.99234], [2.14536, -0.25942, -3.81190], [-1.10537, 2.86341, -3.07264], [-0.82277, 4.36286, -2.07141], [-2.69204, 3.49954, -0.93612], [-1.41196, 2.79938, 0.16714], [-1.51140, 0.60815, -1.53632], [-3.00798, 1.48675, -2.27630], [3.61051, 2.32518, 0.11028], [3.78688, 1.88682, -1.65710], [4.41522, -0.04600, 0.75271], [4.19180, -0.61960, -1.04209], [5.54775, 0.53364, -0.64150], [2.98330, 4.55899, -3.87246], [2.66357, 5.58726, -4.39547], [2.22116, 6.68467, -3.72404], [2.16492, 7.75386, -4.65939], [2.03350, 7.04485, -5.97368], [2.69427, 5.80864, -5.73747], [1.31730, 8.40801, -4.45121], [3.08839, 8.33533, -4.58732], [0.99142, 6.84396, -6.23890], [2.50817, 7.58946, -6.79087], [-1.75099, -6.63974, 4.24979], [-2.08220, -5.61530, 3.72203], [-2.52902, -4.51760, 4.38791], [-2.59767, -3.45355, 3.44476], [-2.73040, -4.17009, 2.13748], [-2.05887, -5.40162, 2.37853], [-3.44689, -2.80603, 3.65167], [-1.67696, -2.86470, 3.50829], [-3.77220, -4.37959, 1.87882], [-2.26432, -3.62713, 1.31547], [1.56177, 2.89915, 5.62167], [0.63933, 2.18811, 5.35070], [-0.23081, 2.41334, 4.32830], [-1.02939, 1.24523, 4.19375], [-0.94720, 0.62084, 5.55399], [0.32296, 1.04881, 6.02590], [-2.05194, 1.50406, 3.91456], [-0.59844, 0.61034, 3.41485], [-1.72059, 0.99226, 6.23287], [-1.00178, -0.46815, 5.51722], [4.07376, -3.62873, 5.38442], [3.14910, -4.33690, 5.11240], [2.28206, -4.11018, 4.08731], [1.47984, -5.27607, 3.95347], [1.55565, -5.89902, 5.31394], [2.82726, -5.47407, 5.78848], [0.45942, -5.01471, 3.67122], [1.91106, -5.91383, 3.17654], [0.78166, -5.52427, 5.98979], [1.49726, -6.98734, 5.27830], [-5.50803, -2.87254, 3.34640], [-6.43481, -3.57983, 3.07105], [-7.29912, -3.34875, 2.04735], [-8.10336, -4.51276, 1.90755], [-8.02822, -5.13889, 3.26730], [-6.75725, -4.71666, 3.74326], [-9.12326, -4.24877, 1.62509], [-7.67248, -5.14869, 1.12891], [-8.80157, -4.76470, 3.94423], [-8.08732, -6.22734, 3.22938], [4.95060, -1.29038, -3.02662], [4.76987, -1.61975, -4.16369], [5.50905, -1.18098, -5.21804], [5.13669, -1.96375, -6.34478], [3.75958, -2.43596, -5.98657], [3.79654, -2.47972, -4.56649], [5.14855, -1.36376, -7.25565], [5.84760, -2.78803, -6.45305], [2.98107, -1.73365, -6.29858], [3.53512, -3.42002, -6.40019]],
  "orbital_gap_ev": 7.882
}

[2]
{
  "formula": "BrClFHN3O",
  "method": "ωB97M-V with the def2-TZVPD basis set",
  "species": ["N", "N", "N", "O", "F", "Cl", "Br", "H"],
  "xyz": [[0.45030, 1.09035, 0.09129], [-0.50055, 0.83630, 0.77366], [-1.31261, -0.01394, 1.09021], [1.17059, 2.08941, 0.05690], [1.30190, -1.59507, 0.36639], [0.54821, -0.22713, -1.80774], [-2.27232, -1.02510, -0.33407], [0.61448, -1.15481, -0.23665]],
  "orbital_gap_ev": [6.946, 6.929],
  "total_charge": -1,
  "de_lowest_kj_mol": 403.6
}

[3]
{
  "formula": "C28H49N9PbS6",
  "method": "ωB97M-V with the def2-TZVPD basis set",
  "species": ["Pb", "C", "C", "S", "C", "C", "S", "C", "C", "S", "C", "C", "S", "H", "H", "H", "H", "H", "H", "H", "H", "H", "H", "H", "H", "H", "H", "H", "H", "C", "C", "N", "N", "C", "N", "S", "C", "C", "C", "C", "C", "N", "H", "H", "H", "H", "H", "H", "H", "H", "H", "N", "C", "C", "C", "N", "C", "C", "N", "C", "H", "H", "H", "H", "H", "H", "H", "H", "H", "H", "H", "H", "H", "H", "H", "H", "C", "C", "C", "C", "N", "C", "S", "N", "C", "H", "H", "H", "H", "H", "H", "H", "H"],
  "xyz": [[0.04568, -0.34528, 0.53071], [-1.91877, -3.69848, -1.71738], [-3.04571, -2.71514, -2.06276], [-2.44586, -1.01816, -1.88827], [-3.92146, -0.11347, -2.43558], [-3.64106, 1.39712, -2.48948], [-1.90918, 1.85508, -2.82330], [-1.62405, 1.05832, -4.43529], [-0.14563, 0.81388, -4.72245], [0.74522, -0.25626, -3.55242], [0.09317, -1.89377, -3.97724], [0.55086, -2.93826, -2.97204], [-0.26858, -3.00212, -1.33874], [-1.76298, -4.41542, -2.52141], [-2.16206, -4.25336, -0.81359], [-3.90188, -2.84958, -1.40356], [-3.37477, -2.85444, -3.09335], [-4.73471, -0.32693, -1.74216], [-4.20340, -0.49065, -3.41878], [-3.84138, 1.86056, -1.52488], [-4.26461, 1.87335, -3.24296], [-2.03879, 1.71375, -5.20077], [-2.17143, 0.11633, -4.43816], [0.41338, 1.75074, -4.71435], [-0.04065, 0.37570, -5.71492], [0.47145, -2.16121, -4.96497], [-0.99284, -1.82990, -4.01196], [1.60386, -2.80366, -2.71682], [0.43037, -3.93269, -3.40171], [-1.07130, -2.32198, 4.70939], [-0.41089, -1.68330, 3.53004], [-1.04532, -1.30756, 2.48144], [-2.39888, -1.43348, 2.43180], [-3.00370, -0.49597, 1.76062], [-4.33457, -0.61364, 1.56262], [-2.24099, 0.95188, 1.10359], [1.04211, -1.38259, 3.55919], [1.86330, -1.87399, 4.56796], [3.20631, -1.53269, 4.57787], [3.70441, -0.71475, 3.57567], [2.82518, -0.27040, 2.60507], [1.53015, -0.57815, 2.60405], [-2.14210, -2.36367, 4.54687], [-0.70252, -3.34126, 4.85026], [-0.86573, -1.75724, 5.62038], [-4.81782, -1.34568, 2.05956], [-4.85690, 0.20610, 1.31309], [1.45497, -2.51479, 5.33803], [3.85488, -1.89723, 5.36494], [4.74611, -0.42232, 3.54689], [3.17102, 0.35508, 1.78719], [1.05975, 3.14952, 1.99657], [1.81956, 4.24452, 1.34310], [0.84682, 5.22032, 0.65219], [0.13101, 4.59565, -0.55754], [-0.77334, 3.47616, -0.11076], [1.16483, 4.06458, -1.55304], [2.19820, 3.09882, -0.95535], [1.63254, 1.74936, -0.70902], [2.81785, 3.69695, 0.31544], [0.59777, 3.49241, 2.83394], [1.67735, 2.39904, 2.28299], [-0.25670, 2.97129, 0.68488], [2.38711, 4.79891, 2.09296], [1.42799, 6.06804, 0.28852], [0.12282, 5.61322, 1.37380], [-0.49576, 5.33641, -1.05052], [-0.99177, 2.83965, -0.88216], [-1.66028, 3.81393, 0.26097], [1.71235, 4.92442, -1.94058], [0.65086, 3.59808, -2.40016], [3.00159, 3.01486, -1.69292], [2.41380, 1.10053, -0.60958], [1.16754, 1.44598, -1.56661], [3.45104, 4.53022, 0.00276], [3.47668, 2.96165, 0.79018], [5.92846, -5.25832, 2.76138], [5.80363, -4.03219, 1.92002], [6.83380, -3.19284, 1.61715], [6.56059, -2.05998, 0.82328], [5.34065, -1.77500, 0.38904], [4.32212, -2.60959, 0.66167], [2.75341, -2.39401, 0.09762], [4.57979, -3.71999, 1.43550], [7.65639, -1.11937, 0.44132], [6.97173, -5.46604, 2.97966], [5.49380, -6.12416, 2.25843], [5.39600, -5.11890, 3.70499], [7.83456, -3.40110, 1.96803], [3.79801, -4.34211, 1.58254], [8.63726, -1.54203, 0.64698], [7.55249, -0.18607, 0.99977], [7.57308, -0.87122, -0.61594]],
  "orbital_gap_ev": 7.488,
  "total_charge": 2,
  "de_lowest_kj_mol": 0.0
}

[4]
{
  "formula": "C13H4AsF10HgN4OS4Sb",
  "method": "ωB97M-V with the def2-TZVPD basis set",
  "species": ["Hg", "S", "Sb", "S", "S", "S", "F", "As", "F", "F", "F", "F", "F", "C", "O", "H", "H", "H", "H", "F", "C", "C", "F", "C", "C", "C", "F", "C", "C", "C", "N", "C", "N", "F", "C", "C", "N", "C", "N"],
  "xyz": [[0.37013, 2.04069, 0.23420], [-2.09241, -1.59654, 2.28540], [-2.07140, 0.66786, 1.93950], [-0.01006, 1.73008, 2.64146], [-1.79720, 0.96892, -0.42537], [-3.84615, 1.87482, 2.69153], [2.42661, 3.47388, -0.34202], [3.91498, 2.51523, -0.26037], [3.03477, 1.44639, 0.80360], [3.32394, 1.60296, -1.61764], [4.45083, 3.44466, 1.09394], [4.71492, 3.60568, -1.33560], [5.30999, 1.49781, -0.16872], [-2.14108, 4.52593, -0.22849], [-0.97587, 4.30066, 0.55853], [-2.44579, 5.57653, -0.18734], [-2.96360, 3.88656, 0.09651], [-1.88957, 4.26856, -1.25591], [-1.21749, 4.26378, 1.49430], [1.59708, -0.53362, -0.58512], [0.61493, -1.42841, -0.44672], [0.59592, -2.19861, 0.65210], [1.54200, -2.03532, 1.56454], [-0.35562, -3.28960, 0.82455], [-1.33198, -3.40543, -0.24975], [-1.28343, -2.65896, -1.35517], [-2.18855, -2.87518, -2.30850], [-0.30917, -1.60248, -1.54825], [-0.27686, -0.84467, -2.67536], [0.34225, 0.45185, -2.70180], [0.58685, 1.57187, -2.61628], [-0.98306, -1.18655, -3.87455], [-1.47353, -1.44273, -4.88241], [-2.26384, -4.34917, -0.16448], [-0.26934, -4.20101, 1.82313], [-1.18518, -5.29700, 1.98227], [-1.84911, -6.21841, 2.15842], [0.77508, -4.21136, 2.80905], [1.62000, -4.33967, 3.57679]],
  "orbital_gap_ev": [4.716, 4.717],
  "total_charge": -2
}